# 1
ORCA calculation (ωB97M-V/def2-TZVPD) on a single C5H8 molecule at a distorted geometry.

Values from the calculation:
E_HOMO: -8.83 eV
Kohn-Sham gap: 0.3703 Eh
LUMO level: 1.25 eV

Each atom is followed by the atoms it is bonded to, with distances in Å.
Atoms and positions in Å:
1 C 0.351 2.607 -0.181  C2 1.326, H6 1.083, H7 1.088
2 C 0.434 1.426 0.415  C1 1.326, C3 1.467, H8 1.082
3 C -0.348 0.200 0.220  C2 1.467, C4 1.332, H9 1.090
4 C 0.223 -0.980 -0.013  C3 1.332, C5 1.520, H10 1.084
5 C -0.514 -2.304 -0.127  C4 1.520, H11 1.088, H12 1.094, H13 1.087
6 H 1.092 3.357 0.067  C1 1.083
7 H -0.265 2.848 -1.045  C1 1.088
8 H 1.191 1.347 1.184  C2 1.082
9 H -1.423 0.297 0.073  C3 1.090
10 H 1.290 -1.023 -0.200  C4 1.084
11 H -1.506 -2.150 -0.547  C5 1.088
12 H -0.635 -2.675 0.894  C5 1.094
13 H 0.109 -2.951 -0.740  C5 1.087

# 2
ORCA calculation (ωB97M-V/def2-TZVPD) on a gas-phase ion, C5H8 (charge +1) at a distorted geometry.

Values from the calculation:
spin multiplicity: 2
⟨S²⟩: 0.753
net charge: +1
E_HOMO (alpha / beta): -14.89 / -14.74 eV
Kohn-Sham gap (alpha / beta): 0.3385 / 0.2188 Eh
LUMO level (alpha / beta): -5.68 / -8.79 eV

Each atom is followed by the atoms it is bonded to, with distances in Å.
Atoms and positions in Å:
1 C -1.280 -0.296 0.102  C2 1.312, C3 1.515, H6 1.079
2 C -1.240 -1.043 1.181  C1 1.312, H7 1.090, H8 1.078
3 C -0.354 0.879 -0.132  C1 1.515, C4 1.459, H9 1.095, H10 1.084
4 C 0.766 0.478 -0.978  C3 1.459, C5 1.394, H11 1.086
5 C 1.943 -0.050 -0.451  C4 1.394, H12 1.074, H13 1.086
6 H -2.007 -0.441 -0.681  C1 1.079
7 H -1.958 -1.855 1.295  C2 1.090
8 H -0.531 -0.822 1.961  C2 1.078
9 H -0.870 1.665 -0.694  C3 1.095
10 H 0.048 1.261 0.799  C3 1.084
11 H 0.648 0.692 -2.036  C4 1.086
12 H 2.638 -0.715 -0.929  C5 1.074
13 H 2.198 0.247 0.563  C5 1.086

The evaluated ΔE to the lowest compared entry with this formula, charge and spin for the records listed, in turn: 99.18 154.60 kJ/mol.